(1)
{
  "formula": "C31H37F5NO17P",
  "method": "ωB97M-V/def2-TZVPD",
  "orbital_gap_ev": 8.208,
  "total_charge": 0,
  "homo_energy_ev": -7.8,
  "lumo_energy_ev": 0.403,
  "total_energy_ev": -91919.435,
  "symbols": ["C", "H", "P", "H", "C", "H", "C", "C", "H", "C", "C", "H", "C", "F", "C", "F", "C", "O", "H", "H", "C", "H", "H", "H", "H", "H", "O", "O", "C", "O", "H", "H", "C", "H", "C", "H", "H", "H", "O", "O", "F", "C", "C", "H", "C", "H", "O", "H", "O", "C", "H", "C", "O", "C", "H", "F", "C", "H", "C", "C", "O", "H", "H", "O", "C", "H", "H", "H", "C", "H", "N", "O", "C", "C", "H", "C", "O", "O", "H", "C", "F", "H", "O", "C", "C", "H", "C", "H", "H", "O", "O", "H"],
  "positions_angstrom": [[-8.3674, 0.9809, 3.1306], [4.4792, -0.2650, 0.9693], [1.7330, 0.1948, 0.0849], [0.9848, 2.4509, 2.8727], [4.5832, 6.4108, 6.6102], [5.3144, 6.3895, 7.4129], [3.4842, 4.8793, 5.3673], [-0.7297, 3.0431, 3.9969], [-6.2037, -1.1213, -0.8425], [0.9028, -2.3485, -8.0759], [0.2747, -3.4926, -4.8301], [-6.2719, 0.6339, 3.6647], [-5.1502, -1.0657, -0.6954], [1.8646, -2.6284, -7.1596], [3.9078, -5.6010, -0.5986], [2.5623, 7.4895, 7.2706], [4.8264, -4.4504, -2.2930], [0.7672, -2.4931, -4.0529], [1.4277, -2.0814, 1.8811], [-1.9612, -2.0361, -3.9511], [-2.5613, -1.1934, -0.1084], [-2.5737, 3.0153, 0.5801], [2.7199, -4.1150, -2.6557], [-8.7017, 0.3416, 3.9493], [-0.4355, 2.7692, -0.5046], [-3.7722, 3.6347, 2.6403], [0.3046, 0.1834, -10.2273], [4.7182, 5.2579, 5.7741], [-2.0766, 3.3655, 3.9171], [4.7926, -4.6025, -0.8870], [4.7177, 7.3134, 6.0128], [2.5451, -1.8859, -0.6498], [3.1521, 6.2854, 7.0870], [-0.0714, -2.5854, -7.6458], [1.5736, -1.6066, -0.2467], [-2.0154, -1.6336, -0.9480], [3.0254, 5.6899, 7.9927], [0.0883, -2.6234, 0.9355], [-8.9751, 0.5484, 1.9269], [3.1516, -5.8875, -1.6843], [5.0333, -3.1463, -2.5969], [-1.2958, -1.8609, -4.7977], [-3.9811, -1.1084, -0.4454], [-2.4524, -1.8450, 0.7603], [-6.8934, 0.8698, 2.8058], [1.8719, 0.0844, 2.5532], [-6.8813, -0.2075, 1.8653], [2.2440, -3.1095, -9.5859], [-0.9128, -3.1197, -5.3732], [2.5320, 0.3701, 1.7330], [3.4232, -5.3783, -3.6883], [3.4494, -4.9254, -2.7015], [-0.6847, -0.4859, 1.8454], [0.0385, -1.3094, -4.3407], [0.5770, -0.7317, -5.0944], [-8.7446, 2.2551, 3.3908], [1.1725, -3.0042, -9.4115], [-2.6169, 3.6155, 4.8207], [3.7963, -0.4967, 1.7866], [0.0307, 3.0142, 5.2954], [-8.3880, -1.0128, 0.4032], [5.6503, -5.0400, -2.6987], [0.9642, 3.5521, 5.1534], [-2.0616, 0.1096, 0.1814], [0.5999, -0.8366, -9.7112], [-0.5330, 3.4829, 6.0975], [0.2821, 1.9809, 5.5313], [0.6846, -3.9672, -9.5299], [-0.0648, 2.7121, 2.8213], [4.2996, -0.3659, 2.7420], [0.1076, 0.8374, 0.1011], [2.5317, 5.6186, 6.0038], [-2.0529, 3.0315, 1.5275], [-8.1070, -0.2982, 1.3056], [-6.5248, 1.7774, 2.3259], [0.0565, 2.3057, 0.3529], [0.8085, -4.5326, -5.0131], [0.9499, -0.9718, -8.3953], [1.6448, -3.5150, 0.8932], [-2.7254, 3.3661, 2.6936], [-0.0599, -0.5777, -3.2116], [2.8441, 1.4077, 1.8347], [3.2606, 4.0252, 4.5797], [-0.7065, 2.6993, 1.5919], [1.1689, -2.5375, 0.9291], [1.0691, 2.6996, 0.3974], [-0.8490, 0.0985, 0.8178], [3.5610, -1.5573, 1.7076], [0.8248, -1.7145, -1.0313], [0.6294, -2.0446, -10.3234], [3.8194, -6.1376, 0.4515], [-1.7968, -1.2373, -5.5327]],
  "forces_ev_per_a": [[-0.01, 0.12, -0.14], [0.11, 0.11, 0.04], [0.87, 0.96, -1.28], [0.08, 0.02, 0.01], [0.15, 0.01, 0.05], [0.03, -0.16, -0.04], [0.06, 0.08, -0.09], [0.11, -0.11, -0.07], [-0.04, 0.12, -0.05], [0.14, 0.03, -0.10], [-0.06, 0.03, 0.10], [0.01, -0.16, -0.06], [-0.09, -0.24, 0.03], [-0.03, 0.13, 0.01], [-0.16, 0.02, 0.08], [-0.01, -0.01, -0.06], [-0.16, 0.13, 0.12], [0.11, 0.02, -0.23], [0.04, -0.09, 0.11], [0.06, 0.05, 0.06], [-0.56, -0.11, 0.20], [-0.01, 0.02, -0.07], [0.10, 0.09, -0.02], [-0.04, 0.09, 0.06], [0.07, 0.07, -0.08], [-0.06, 0.01, 0.03], [0.04, 0.05, 0.00], [-0.03, 0.05, 0.06], [0.05, 0.00, 0.05], [0.16, -0.20, -0.11], [-0.10, 0.04, 0.02], [0.05, 0.01, -0.13], [-0.05, 0.08, -0.14], [0.05, -0.08, 0.09], [-0.57, -0.41, 1.10], [0.14, 0.09, 0.00], [-0.05, 0.08, 0.06], [-0.06, -0.38, 0.10], [-0.02, -0.23, 0.17], [0.15, 0.07, -0.04], [-0.02, 0.02, 0.06], [-0.11, 0.01, -0.06], [0.20, 0.10, 0.01], [0.10, 0.02, 0.05], [0.18, -0.02, 0.09], [-0.06, 0.18, 0.06], [-0.05, 0.04, 0.10], [0.03, 0.03, 0.10], [0.05, 0.11, 0.02], [-0.16, -0.79, 0.27], [-0.08, -0.16, 0.09], [-0.12, -0.01, -0.22], [0.19, -0.45, 0.20], [0.04, -0.07, 0.16], [0.01, 0.07, 0.06], [0.00, 0.00, -0.07], [-0.01, -0.12, -0.09], [-0.06, 0.06, 0.04], [-0.14, -0.19, -0.11], [-0.05, 0.11, -0.47], [0.00, 0.03, -0.08], [0.05, 0.09, -0.04], [0.08, 0.01, 0.16], [0.17, 0.08, -0.34], [0.08, -0.01, -0.07], [-0.03, -0.12, 0.14], [-0.04, -0.02, 0.27], [-0.12, 0.08, -0.09], [-0.01, 0.02, 0.07], [0.16, 0.14, -0.03], [0.55, -0.52, 1.22], [0.04, -0.18, 0.19], [-0.02, 0.01, 0.17], [0.06, 0.10, -0.08], [-0.10, 0.06, 0.01], [-0.76, 0.25, -0.68], [-0.02, -0.11, 0.05], [-0.26, -0.07, 0.06], [-0.08, -0.10, -0.20], [-0.20, 0.01, -0.17], [-0.08, 0.00, 0.06], [-0.24, 0.15, 0.06], [0.00, 0.01, -0.07], [0.26, -0.09, 0.08], [0.11, 0.59, -0.15], [0.14, -0.14, -0.03], [-0.42, 0.42, -0.31], [-0.04, -0.04, -0.01], [0.22, 0.12, -0.32], [0.02, -0.03, 0.08], [-0.02, 0.02, 0.07], [0.05, -0.12, -0.12]],
  "lowdin_charge": [-0.314, 0.068, 0.991, 0.110, -0.049, 0.140, -0.547, -0.254, 0.024, -0.315, -0.570, 0.141, 0.133, 0.082, -0.557, 0.079, -0.315, 0.119, 0.050, 0.142, -0.189, 0.115, 0.131, 0.173, 0.117, 0.096, 0.193, 0.076, -0.049, 0.125, 0.145, 0.054, -0.314, 0.162, -0.379, 0.121, 0.174, 0.049, 0.135, 0.075, 0.075, -0.034, -0.081, 0.129, -0.044, 0.071, 0.062, 0.146, 0.052, -0.420, 0.139, -0.050, 0.136, -0.305, 0.174, 0.077, -0.042, 0.106, -0.160, -0.033, 0.171, 0.172, 0.047, -0.001, -0.546, 0.077, 0.089, 0.143, 0.009, 0.072, -0.200, 0.126, -0.043, -0.553, 0.144, -0.154, 0.178, 0.126, 0.066, -0.077, 0.076, 0.063, 0.177, -0.221, -0.130, 0.101, -0.579, 0.052, 0.048, 0.076, 0.181, 0.143]
}


(2)
{
  "formula": "C31H37GaN5OP2",
  "method": "ωB97M-V/def2-TZVPD",
  "orbital_gap_ev": 8.475,
  "total_charge": 3,
  "homo_energy_ev": -16.4,
  "lumo_energy_ev": -7.948,
  "total_energy_ev": -113178.543,
  "relative_energy_kj_mol": 24.62,
  "symbols": ["C", "H", "N", "N", "H", "C", "C", "H", "C", "H", "C", "H", "H", "H", "H", "H", "H", "H", "C", "C", "H", "H", "N", "H", "N", "H", "C", "C", "H", "H", "C", "C", "C", "C", "C", "H", "C", "H", "C", "H", "H", "H", "H", "C", "P", "C", "N", "C", "C", "O", "C", "H", "C", "H", "H", "Ga", "H", "H", "C", "C", "C", "C", "H", "P", "C", "H", "H", "C", "C", "H", "H", "C", "H", "C", "H", "H", "H"],
  "positions_angstrom": [[0.0096, 4.8139, -0.4446], [-1.0177, 2.5701, 4.4949], [0.2478, 2.0332, -0.4211], [2.1791, -0.0377, 0.2350], [-1.7850, -3.5859, 0.5012], [-1.1112, 4.0025, -0.6410], [-2.9107, 3.2638, 3.7968], [-3.6576, -0.2615, -1.6250], [4.0255, -1.5699, 0.2142], [-2.2019, -4.8899, 2.5773], [-1.0947, -4.3448, 0.8307], [0.5333, -1.4934, 3.8889], [1.9386, -4.8621, -4.6583], [-1.7470, 1.9715, -0.8695], [1.2833, -6.5595, -2.4232], [1.3572, -7.1384, 1.8549], [2.1301, 4.8116, -0.1985], [-4.0941, -1.0402, 1.8619], [-0.4540, -6.1019, 2.3396], [2.6997, -1.2712, 0.4080], [1.2453, 2.4135, 2.9321], [-4.5716, 2.0696, 1.1201], [0.5131, -4.6031, -2.3214], [2.1455, 0.8975, 3.2046], [0.2209, -3.9315, -1.1704], [5.0321, 1.5571, -0.5357], [-3.8055, 0.4293, -0.7924], [-1.6372, 1.5100, 2.7294], [-2.5144, -1.8575, 1.9365], [-1.2163, -1.5596, 3.6133], [0.7758, -3.7251, -3.2985], [1.2060, 1.4227, 3.3845], [1.2371, 4.2120, -0.3011], [0.9254, -5.6078, 0.4390], [-1.3238, -5.0843, 1.9802], [-3.0120, 3.9930, 4.5873], [-1.7818, 2.4612, 3.7386], [0.2735, -4.6421, -5.1492], [0.0237, -4.6195, 0.0571], [1.3977, -3.2944, -5.2723], [1.0710, 1.5217, 4.4630], [1.9911, -2.0319, 0.7216], [-0.1259, -6.2261, -3.4353], [4.3902, 0.7312, -0.2763], [-2.5194, 0.1043, 0.4637], [-3.9118, 3.1218, 2.8492], [2.5859, 2.2613, -0.1573], [0.3357, -6.0220, -2.4704], [-2.6511, 1.3708, 1.7654], [-0.1081, -1.6746, -0.5673], [0.2530, -2.5975, -1.4386], [-3.7936, 1.4453, -1.1817], [-0.3843, -0.9040, 3.8615], [3.3400, 2.9404, -0.1885], [-0.0829, 5.8893, -0.4212], [0.0327, -0.0099, 0.2084], [5.9344, -0.7391, -0.3605], [0.7743, -1.5173, -3.2779], [1.3393, 2.8066, -0.2862], [0.6401, -2.4480, -2.7657], [1.1173, -4.1496, -4.6673], [-3.2294, -1.3657, 1.2826], [-0.3173, -6.4016, -1.6875], [-0.1581, 0.4523, 2.6659], [-3.7780, 2.1804, 1.8420], [1.8020, -5.8130, -0.1534], [-4.7788, 0.2203, -0.3485], [-0.9295, 2.6449, -0.6523], [0.6757, -6.3521, 1.5767], [-2.0923, 4.4265, -0.7792], [-0.5578, -0.4622, 4.8439], [3.0195, 0.9623, -0.0754], [-4.7985, 3.7370, 2.8984], [4.8925, -0.5426, -0.1647], [-0.6623, -6.7136, 3.2022], [-3.5593, -2.0572, 0.5076], [4.3936, -2.5745, 0.3484]],
  "forces_ev_per_a": [[0.10, -0.36, 0.03], [0.04, 0.06, 0.05], [0.21, -0.91, 0.16], [-0.51, 0.29, -0.26], [-0.11, 0.03, -0.03], [0.06, -0.19, -0.04], [0.02, 0.01, 0.03], [0.02, 0.01, 0.05], [-0.13, 0.01, 0.05], [-0.10, -0.01, 0.04], [0.07, 0.00, -0.17], [-0.01, -0.03, 0.06], [0.12, -0.04, -0.02], [0.03, 0.26, 0.03], [0.00, 0.08, 0.03], [0.09, -0.11, 0.06], [0.08, -0.01, 0.04], [0.01, -0.02, -0.01], [0.00, 0.01, 0.02], [0.28, -0.46, 0.03], [0.03, -0.01, -0.01], [-0.12, 0.03, -0.10], [0.23, 0.50, -0.34], [0.00, 0.04, 0.02], [-0.23, 0.52, 0.16], [0.09, 0.13, -0.07], [0.22, -0.01, -0.01], [0.12, -0.14, -0.08], [-0.01, -0.05, 0.00], [0.01, 0.07, -0.04], [-0.05, 0.35, 0.54], [-0.04, -0.15, -0.23], [-0.04, -0.18, 0.00], [-0.01, 0.22, 0.01], [0.00, 0.05, 0.00], [0.01, 0.03, 0.05], [0.05, -0.11, -0.05], [-0.10, 0.00, -0.03], [-0.04, -0.26, 0.49], [0.03, 0.06, -0.01], [-0.02, 0.00, -0.06], [0.11, 0.00, -0.12], [-0.01, 0.10, 0.04], [-0.21, -0.08, 0.01], [-0.09, -0.01, 0.33], [0.05, 0.02, 0.04], [0.31, 0.39, 0.08], [-0.10, -0.98, -0.09], [0.02, -0.04, -0.15], [0.04, -0.92, 0.02], [0.07, 0.53, -0.24], [0.01, 0.02, 0.03], [0.12, 0.02, -0.19], [-0.22, -0.16, -0.03], [0.03, 0.08, -0.02], [0.44, 1.02, 0.55], [0.13, -0.01, 0.03], [0.00, 0.14, -0.16], [-0.39, 0.39, -0.03], [-0.04, -0.07, 0.08], [0.02, -0.17, -0.26], [0.19, 0.01, -0.24], [0.00, 0.06, -0.11], [-0.14, 0.14, 0.04], [-0.04, -0.05, -0.04], [0.14, 0.01, -0.11], [-0.03, 0.06, 0.00], [-0.52, 0.43, -0.11], [-0.05, 0.01, 0.00], [-0.08, -0.01, -0.11], [0.00, -0.02, 0.00], [0.34, -0.56, 0.06], [-0.04, 0.03, 0.00], [-0.35, 0.13, 0.08], [-0.01, -0.02, 0.15], [0.02, -0.12, 0.06], [-0.08, -0.09, 0.06]],
  "lowdin_charge": [0.010, 0.112, 0.065, 0.054, 0.089, -0.006, -0.021, 0.069, -0.012, 0.116, -0.011, 0.065, 0.107, 0.055, 0.115, 0.124, 0.134, 0.078, -0.040, -0.107, 0.059, 0.109, -0.031, 0.057, 0.081, 0.133, -0.207, -0.364, 0.021, 0.039, -0.216, -0.208, 0.036, -0.022, -0.049, 0.129, -0.055, 0.106, -0.201, 0.101, 0.068, 0.115, 0.112, 0.037, 0.906, -0.019, 0.151, 0.035, -0.386, -0.106, -0.319, 0.057, -0.190, 0.166, 0.137, 0.437, 0.136, 0.129, -0.256, 0.088, 0.020, -0.201, 0.111, 0.909, -0.062, 0.122, 0.070, -0.137, -0.035, 0.128, 0.073, -0.253, 0.130, 0.007, 0.123, 0.062, 0.125]
}